[1]
Entry from OMol25: 2 unconnected molecules or ions with the total composition C15H32F3O3P at a distorted geometry (wB97M-V/def2-TZVPD).

Summary:
Orbital gap = 8.78 eV
SMILES string = CCCCC[PH2](C[C@H]1CO1)C[C@H](O)C(F)(F)F.CCOCC
Electronic energy = -1457.25360 hartree
HOMO = -8.25 eV

```
! RIJCOSX wB97M-V def2-TZVPD def2/J DEFGRID3
* xyz 0 1
C 2.739 -2.728 3.387
C 3.649 -2.547 2.169
C 2.959 -1.856 0.978
C 3.182 -2.601 -0.337
C 2.392 -2.109 -1.577
P 1.275 -0.669 -1.324
C 2.624 0.653 -1.886
C 2.677 1.793 -0.901
C 2.592 3.189 -1.331
O 1.475 2.477 -0.646
C -0.199 -1.779 -0.652
C -1.493 -1.659 -1.436
O -1.856 -0.303 -1.648
C -2.672 -2.346 -0.727
F -2.708 -3.656 -1.058
F -3.853 -1.807 -1.066
F -2.587 -2.289 0.615
H 3.308 -2.761 4.315
H 2.162 -3.651 3.318
H 2.025 -1.907 3.466
H 4.021 -3.523 1.848
H 4.532 -1.979 2.466
H 3.354 -0.841 0.887
H 1.891 -1.778 1.191
H 4.246 -2.551 -0.574
H 2.942 -3.652 -0.168
H 3.089 -1.823 -2.362
H 1.791 -2.922 -1.980
H 0.527 -0.349 -2.476
H 1.176 0.056 -0.119
H 2.356 1.065 -2.863
H 3.622 0.214 -1.944
H 3.307 1.624 -0.029
H 2.901 4.008 -0.698
H 2.256 3.409 -2.334
H 0.099 -2.832 -0.645
H -0.379 -1.504 0.389
H -1.403 -2.203 -2.382
H -1.701 -0.062 -2.563
C -2.563 3.937 1.599
C -4.071 3.863 1.423
O -4.491 3.631 0.091
C -4.034 2.421 -0.495
C -4.472 1.161 0.227
H -2.141 4.714 0.959
H -2.326 4.175 2.636
H -2.072 2.995 1.354
H -4.522 4.819 1.691
H -4.493 3.109 2.099
H -2.943 2.432 -0.598
H -4.449 2.431 -1.503
H -4.065 1.103 1.238
H -4.116 0.293 -0.321
H -5.560 1.113 0.298
*
```

[2]
Entry from OMol25: 3 unconnected molecules or ions with the total composition C15H32FN2O11PS3 at a distorted geometry (wB97M-V/def2-TZVPD).

Summary:
Orbital gap = 9.16 eV
SMILES string = C[C@@H](F)CO[P@](=O)(O)OCCCCSc1nnco1.CCOS(C)(=O)=O.CCOS(C)(=O)=O
Electronic energy = -3163.74701 hartree
HOMO = -8.77 eV

```
! RIJCOSX wB97M-V def2-TZVPD def2/J DEFGRID3
* xyz 0 1
C -3.518 -5.489 2.469
C -2.567 -4.672 1.596
F -1.312 -5.236 1.640
C -3.069 -4.690 0.170
O -2.159 -4.189 -0.818
P -1.637 -2.696 -0.694
O -0.431 -2.603 0.126
O -2.780 -1.755 -0.100
O -1.480 -2.286 -2.204
C -0.694 -1.096 -2.416
C -1.529 0.138 -2.686
C -0.627 1.164 -3.368
C -1.142 2.596 -3.255
S -0.525 3.279 -1.689
C 0.024 4.865 -2.111
N 0.880 5.555 -1.420
N 0.985 6.784 -2.077
C 0.201 6.705 -3.107
O -0.451 5.518 -3.196
H -3.558 -5.088 3.471
H -4.520 -5.464 2.047
H -3.177 -6.518 2.464
H -2.498 -3.667 2.006
H -4.023 -4.169 0.104
H -3.267 -5.722 -0.101
H -3.673 -2.112 -0.125
H -0.032 -0.908 -1.577
H -0.059 -1.285 -3.275
H -1.891 0.550 -1.745
H -2.396 -0.105 -3.294
H 0.332 1.122 -2.859
H -0.485 0.883 -4.408
H -2.222 2.672 -3.298
H -0.737 3.195 -4.063
H 0.046 7.476 -3.834
C 5.457 2.204 -2.043
C 5.379 0.742 -2.433
O 5.042 -0.114 -1.317
S 3.526 -0.143 -0.850
C 3.620 -1.567 0.175
O 2.704 -0.419 -1.992
O 3.251 1.003 -0.041
H 4.480 2.597 -1.768
H 5.840 2.787 -2.880
H 6.120 2.336 -1.188
H 4.663 0.578 -3.239
H 6.348 0.382 -2.772
H 3.856 -2.430 -0.441
H 2.643 -1.689 0.639
H 4.384 -1.399 0.929
C -1.528 1.151 6.190
C -0.677 1.850 5.149
O -0.197 0.951 4.129
S -1.222 0.508 2.994
C -0.064 -0.166 1.867
O -1.827 1.685 2.447
O -2.058 -0.539 3.504
H -2.467 0.801 5.764
H -1.755 1.840 7.003
H -1.004 0.286 6.594
H -1.212 2.675 4.678
H 0.224 2.257 5.604
H 0.585 0.630 1.506
H -0.624 -0.607 1.050
H 0.505 -0.943 2.369
*
```

[3]
Entry from OMol25: 6 unconnected molecules or ions with the total composition C15H33Br6N3O3 at a distorted geometry (wB97M-V/def2-TZVPD).

Summary:
Orbital gap = 9.34 eV
SMILES string = CN(C)C=O.CN(C)C=O.CN(C)C=O.BrCCBr.BrCCBr.BrCCBr
Electronic energy = -16425.40708 hartree
HOMO = -9.08 eV
ΔE to the lowest compared entry with this formula, charge and spin = 25.8 kJ/mol

```
! RIJCOSX wB97M-V def2-TZVPD def2/J DEFGRID3
* xyz 0 1
C 0.718 19.594 21.402
N 1.854 20.202 22.050
C 2.910 19.342 22.503
C 1.901 21.541 22.251
O 2.768 22.130 22.870
H 1.070 18.998 20.554
H -0.015 20.313 21.040
H 0.145 18.946 22.076
H 3.418 18.865 21.655
H 3.673 19.963 22.970
H 2.581 18.542 23.168
H 1.021 22.099 21.897
C 0.689 20.510 28.713
N -0.562 19.951 28.264
C -1.755 20.191 29.065
C -0.629 19.303 27.085
O -1.607 18.755 26.628
H 1.566 20.105 28.206
H 0.839 20.303 29.772
H 0.792 21.588 28.564
H -1.894 21.272 29.126
H -2.619 19.737 28.592
H -1.638 19.818 30.082
H 0.354 19.328 26.588
C -4.597 17.931 15.061
N -3.645 18.640 15.891
C -3.819 18.480 17.338
C -2.755 19.534 15.404
O -2.008 20.242 16.039
H -5.638 18.062 15.352
H -4.303 16.885 14.974
H -4.540 18.375 14.062
H -3.016 19.043 17.805
H -4.823 18.803 17.604
H -3.655 17.443 17.636
H -2.725 19.516 14.299
Br -1.482 22.938 22.771
C -1.880 22.722 20.819
C -3.342 23.049 20.588
Br -3.873 22.666 18.754
H -1.705 21.665 20.662
H -1.171 23.390 20.349
H -3.540 24.097 20.801
H -3.983 22.467 21.243
Br -4.283 19.373 23.752
C -2.467 18.752 23.294
C -2.486 18.035 21.953
Br -2.653 19.351 20.520
H -2.172 18.111 24.125
H -1.808 19.612 23.370
H -3.304 17.324 21.929
H -1.517 17.560 21.813
Br 0.700 16.599 24.121
C 1.787 15.780 22.691
C 0.924 15.278 21.529
Br 1.134 16.443 19.945
H 2.328 14.974 23.174
H 2.474 16.539 22.337
H -0.119 15.193 21.819
H 1.241 14.284 21.226
*
```

[4]
Entry from OMol25: a molecular structure, C15H33KN3O2V at a distorted geometry (wB97M-V/def2-TZVPD).

Summary:
Orbital gap (alpha / beta) = 7.33 / 7.27 eV
Electronic energy = -2449.46983 hartree
HOMO (alpha / beta) = -16.29 / -16.27 eV
ΔE to the lowest compared entry with this formula, charge and spin = 110.4 kJ/mol

```
! RIJCOSX wB97M-V def2-TZVPD def2/J DEFGRID3
* xyz 2 1
N -1.267 -0.663 1.200
C -1.429 -0.430 2.401
O -1.586 -0.217 3.556
K -1.028 -2.227 -2.248
V -0.085 0.074 -0.196
N -1.208 0.534 -1.669
N 0.665 -1.561 -0.833
C -2.485 1.237 -1.335
C 1.038 -2.820 -0.075
C -3.521 0.160 -1.011
C -3.010 2.116 -2.468
C -2.246 2.121 -0.115
C 1.736 -3.795 -1.031
C 1.950 -2.426 1.080
C -0.235 -3.496 0.444
H -3.687 -0.498 -1.882
H -4.480 0.631 -0.754
H -3.208 -0.459 -0.157
H -2.279 2.886 -2.746
H -3.920 2.633 -2.132
H -3.282 1.537 -3.361
H -1.879 1.550 0.750
H -3.195 2.592 0.178
H -1.522 2.914 -0.348
H 1.065 -4.149 -1.835
H 2.063 -4.678 -0.466
H 2.624 -3.349 -1.498
H 2.892 -2.001 0.708
H 2.192 -3.312 1.686
H 1.466 -1.682 1.731
H -0.902 -2.792 0.960
H 0.060 -4.259 1.178
H -0.790 -4.045 -0.343
C 1.776 -0.899 -1.539
H 1.702 0.205 -1.411
H 2.758 -1.212 -1.149
H 1.783 -1.135 -2.622
C -0.841 0.510 -3.100
H -0.760 1.526 -3.514
H 0.150 0.058 -3.271
H -1.597 -0.029 -3.715
C 2.955 2.294 1.444
C 1.595 1.801 1.927
C 1.749 1.080 3.263
C 0.647 2.979 2.105
O 1.071 0.882 0.955
H 3.401 2.968 2.186
H 2.857 2.844 0.501
H 3.643 1.455 1.289
H 2.191 1.759 4.002
H 0.777 0.746 3.644
H 2.402 0.206 3.160
H 0.474 3.496 1.154
H -0.317 2.645 2.510
H 1.078 3.698 2.815
*
```